This record from the Open Molecules 2025 dataset describes a molecular structure, C18H23F12NO2Sr. The level of theory is ωB97M-V with the def2-TZVPD basis set.

Structure (XYZ):
```
57
C18H23F12NO2Sr | the Open Molecules 2025 dataset | ωB97M-V with the def2-TZVPD basis set
C 0.837 1.282 -5.008
C -0.360 1.985 -4.174
O -1.615 1.312 -4.404
C -2.682 1.879 -3.590
C -3.545 0.699 -2.885
C -3.872 1.019 -1.320
C -3.660 -0.302 -0.439
C -2.812 -0.105 0.905
C -1.510 0.802 0.759
C -0.617 0.733 -0.566
C 0.372 1.966 -0.205
O 0.737 2.920 -0.900
N 0.679 1.654 1.231
C -0.387 0.815 1.906
C 0.005 -0.679 2.327
C 1.449 -0.826 2.996
C 1.935 -2.373 3.074
F 1.971 -2.738 4.478
F 0.988 -3.267 2.493
C 3.417 -2.605 2.533
F 3.877 -3.916 3.075
F 4.235 -1.639 3.132
C 3.557 -2.705 0.940
F 2.414 -2.275 0.241
F 3.717 -4.090 0.625
C 4.803 -1.924 0.315
F 4.985 -2.403 -1.006
F 4.502 -0.548 0.170
F 6.015 -2.146 0.976
C -0.699 1.746 3.218
F -0.566 1.042 4.438
F -1.982 2.312 3.203
F 0.227 2.816 3.270
H 0.667 0.149 -5.120
H 1.828 1.403 -4.447
H 0.982 1.754 -6.035
H -0.364 3.098 -4.452
H -0.063 1.898 -3.076
H -2.263 2.633 -2.834
H -3.399 2.406 -4.305
H -2.852 -0.220 -2.889
H -4.501 0.465 -3.452
H -3.237 1.913 -1.019
H -4.962 1.355 -1.269
H -3.233 -1.195 -1.016
H -4.712 -0.639 -0.105
H -3.460 0.257 1.787
H -2.459 -1.160 1.223
H -1.870 1.900 0.744
H 0.105 -0.154 -0.401
H -1.156 0.771 -1.573
H 1.598 1.206 1.117
H -0.141 -1.330 1.395
H -0.809 -1.029 3.065
H 2.278 -0.230 2.494
H 1.397 -0.465 4.081
Sr 4.215 -5.226 4.282
```

charge = +2
total energy = -2133.16179 Ha
Kohn-Sham gap = 2.9 eV
HOMO = -0.4561 Ha
F_max = 10.84 eV/A

Results of the Mulliken charge analysis, in e, for atoms 1 through 6:
1. C -1.175
2. C 0.548
3. O -0.391
4. C -0.623
5. C -0.691
6. C -0.496



This record from the Open Molecules 2025 dataset describes a molecular structure, C33H57FN2O2SiZn. The level of theory is ωB97M-V with the def2-TZVPD basis set.

Structure (XYZ):
```
97
C33H57FN2O2SiZn | the Open Molecules 2025 dataset | ωB97M-V with the def2-TZVPD basis set
O 0.995 -2.488 -1.868
O -1.811 -2.260 -4.566
C 2.356 -2.976 -1.755
C 2.749 -3.524 -0.380
H 2.965 -2.116 -2.052
H 2.506 -3.740 -2.530
H 2.618 -2.765 0.404
H 3.786 -3.862 -0.417
H 2.166 -4.390 -0.032
C -0.036 -3.357 -1.354
C -0.326 -4.512 -2.292
H -0.963 -2.780 -1.167
H 0.354 -3.674 -0.375
H -0.712 -4.184 -3.282
H -1.083 -5.187 -1.857
H 0.564 -5.135 -2.462
C -2.830 -1.771 -3.702
C -1.143 -1.213 -5.274
C -3.579 -2.945 -3.116
H -3.543 -1.144 -4.266
H -2.425 -1.145 -2.870
H -3.886 -3.664 -3.880
H -4.488 -2.615 -2.619
H -2.982 -3.487 -2.382
C -0.734 -1.697 -6.652
H -0.226 -0.896 -4.719
H -1.791 -0.310 -5.388
H -0.035 -2.533 -6.595
H -0.265 -0.884 -7.206
H -1.603 -2.032 -7.221
H -0.075 -0.398 0.010
N 1.678 1.421 2.146
C 1.548 2.600 2.759
C 0.363 3.361 2.758
C -0.944 2.944 2.465
C 2.752 3.135 3.471
H 3.673 3.005 2.885
H 2.876 2.642 4.445
H 2.608 4.203 3.651
C -2.053 3.929 2.724
H -2.455 3.827 3.744
H -2.888 3.821 2.017
H -1.659 4.949 2.638
N -1.268 1.718 2.009
C 2.753 0.501 2.334
C 3.774 0.367 1.363
C 3.821 1.179 0.110
C 4.759 -0.596 1.561
H 5.511 -0.712 0.786
C 4.787 -1.380 2.704
H 5.587 -2.114 2.838
C 3.785 -1.247 3.657
H 3.781 -1.879 4.542
C 2.759 -0.318 3.487
C 1.658 -0.253 4.503
C -2.490 1.069 2.316
C -3.362 0.626 1.295
C -3.022 0.842 -0.143
C -4.553 -0.013 1.624
H -5.191 -0.343 0.801
C -4.897 -0.242 2.948
H -5.846 -0.732 3.168
C -4.023 0.143 3.957
H -4.274 -0.079 4.998
C -2.817 0.770 3.660
C -1.884 1.083 4.787
Zn 0.211 0.961 0.970
H 3.372 0.629 -0.730
H 4.870 1.361 -0.169
H 3.338 2.155 0.204
H 1.484 0.768 4.871
H 1.928 -0.874 5.369
H 0.719 -0.653 4.090
H -3.804 0.407 -0.779
H -2.082 0.339 -0.421
H -2.933 1.903 -0.413
H -0.850 0.814 4.544
H -2.171 0.499 5.674
H -1.903 2.144 5.080
H 0.471 4.366 3.165
C 0.356 0.230 -1.117
Si 0.353 1.925 -2.005
H 1.363 -0.166 -1.318
H -0.333 -0.344 -1.753
C 1.597 1.726 -3.415
C 0.792 3.399 -0.955
C -1.340 2.142 -2.800
H -1.784 1.182 -3.072
H -1.261 2.724 -3.722
H -2.031 2.675 -2.149
H 2.571 1.401 -3.049
H 1.767 2.656 -3.961
H 1.267 0.996 -4.154
H 1.575 3.189 -0.224
H -0.067 3.785 -0.403
H 1.158 4.218 -1.583
F -0.005 -1.099 1.080
```

charge = 0
total energy = -3720.31572 Ha
Kohn-Sham gap (spin up / spin down) = 8.3 / 8.3 eV
HOMO (spin up / spin down) = -0.2908 / -0.2908 Ha
F_max = 2.07 eV/A
ΔE to the lowest compared entry with this formula, charge and spin = 17.02 kJ/mol

Results of the Mulliken charge analysis, in e, for atoms 1 through 6:
1. O -0.230
2. O -0.383
3. C -0.446
4. C -1.225
5. H 0.354
6. H 0.371



This record from the Open Molecules 2025 dataset describes 5 unconnected molecules or ions with the total composition C32H78IN8O. The level of theory is ωB97M-V with the def2-TZVPD basis set.

Structure (XYZ):
```
120
C32H78IN8O | the Open Molecules 2025 dataset | ωB97M-V with the def2-TZVPD basis set
N 3.838 2.478 1.516
C 4.588 2.164 0.205
C 3.546 1.167 -0.642
N 3.621 -0.266 -0.135
C 2.461 -1.008 0.057
N 2.278 -2.429 0.572
C 1.032 -2.281 1.466
I 1.625 -1.669 3.480
C -0.026 -1.382 0.596
C -0.883 -0.182 1.309
C -2.345 -0.738 1.902
C -3.192 0.652 2.285
O -2.482 1.459 3.328
N 1.006 -0.569 -0.214
H 3.420 1.582 1.884
H 4.587 2.758 2.188
H 5.585 1.587 0.442
H 4.744 3.160 -0.402
H 3.743 1.234 -1.810
H 2.473 1.664 -0.483
H 4.529 -0.763 0.107
H 1.867 -2.976 -0.242
H 0.723 -3.402 1.597
H -0.533 -2.004 -0.265
H -0.280 0.363 2.181
H -1.188 0.701 0.565
H -2.212 -1.385 2.880
H -2.921 -1.324 1.067
H -4.255 0.394 2.710
H -3.300 1.346 1.321
H -1.924 2.180 2.887
H 0.951 0.331 0.339
C -8.603 2.160 4.650
C -7.124 2.066 5.022
N -6.441 3.361 5.058
C -4.981 3.245 5.116
C -4.373 2.600 6.356
C -7.020 4.378 5.938
C -7.167 4.035 7.416
H -8.740 2.694 3.705
H -9.021 1.155 4.531
H -9.186 2.666 5.425
H -6.648 1.436 4.259
H -7.031 1.530 5.974
H -4.531 4.237 4.978
H -4.652 2.669 4.241
H -4.411 3.266 7.219
H -3.316 2.378 6.173
H -4.860 1.656 6.618
H -8.014 4.639 5.551
H -6.448 5.310 5.848
H -7.587 3.038 7.578
H -7.847 4.752 7.892
H -6.216 4.103 7.944
C 0.445 -1.829 -3.036
C 0.545 -2.604 -4.347
N 0.170 -4.015 -4.229
C 0.548 -4.817 -5.396
C -0.118 -4.485 -6.726
C -1.164 -4.291 -3.691
C -2.360 -3.686 -4.418
H 1.022 -2.315 -2.243
H 0.845 -0.818 -3.170
H -0.591 -1.726 -2.701
H 1.593 -2.543 -4.669
H -0.048 -2.089 -5.111
H 0.387 -5.880 -5.177
H 1.635 -4.724 -5.532
H -1.154 -4.827 -6.757
H 0.409 -4.997 -7.539
H -0.094 -3.414 -6.951
H -1.190 -3.944 -2.649
H -1.311 -5.375 -3.613
H -2.209 -2.633 -4.674
H -3.245 -3.737 -3.773
H -2.600 -4.235 -5.329
C -2.118 2.056 -10.756
C -1.373 1.960 -9.426
N -1.413 0.627 -8.821
C -0.966 0.608 -7.426
C 0.488 0.973 -7.145
C -0.919 -0.477 -9.648
C 0.510 -0.389 -10.168
H -3.151 1.709 -10.656
H -2.144 3.097 -11.093
H -1.628 1.472 -11.540
H -1.855 2.672 -8.744
H -0.344 2.310 -9.569
H -1.172 -0.377 -6.990
H -1.602 1.300 -6.858
H 1.169 0.171 -7.433
H 0.625 1.134 -6.070
H 0.793 1.893 -7.652
H -1.589 -0.583 -10.512
H -1.038 -1.424 -9.104
H 0.748 0.596 -10.581
H 0.653 -1.119 -10.974
H 1.239 -0.627 -9.393
C 5.408 -1.263 4.241
C 6.435 -1.225 5.370
N 6.606 0.100 5.969
C 7.787 0.200 6.831
C 7.814 -0.656 8.092
C 5.397 0.738 6.493
C 4.606 -0.011 7.559
H 5.639 -0.520 3.470
H 5.413 -2.250 3.767
H 4.394 -1.083 4.606
H 7.392 -1.544 4.936
H 6.166 -1.978 6.120
H 7.945 1.249 7.113
H 8.668 -0.059 6.229
H 7.149 -0.263 8.863
H 8.825 -0.653 8.516
H 7.549 -1.698 7.896
H 4.723 0.938 5.649
H 5.645 1.737 6.875
H 4.462 -1.067 7.313
H 3.610 0.435 7.658
H 5.081 0.057 8.538
```

charge = +1
total energy = -2076.53483 Ha
Kohn-Sham gap = 5.3 eV
HOMO = -0.3430 Ha
F_max = 5.27 eV/A

Results of the Mulliken charge analysis, in e, for atoms 1 through 6:
1. N -0.614
2. C -0.358
3. C -0.562
4. N 0.067
5. C 0.039
6. N -0.502



This record from the Open Molecules 2025 dataset describes 9 unconnected molecules or ions with the total composition C15H48O12. The level of theory is ωB97M-V with the def2-TZVPD basis set.

Structure (XYZ):
```
75
C15H48O12 | the Open Molecules 2025 dataset | ωB97M-V with the def2-TZVPD basis set
C 19.170 -25.074 7.906
O 18.295 -24.599 8.987
H 20.234 -25.096 8.140
H 18.896 -26.096 7.645
H 18.919 -24.432 7.062
H 18.664 -24.886 9.825
C 16.052 -24.985 16.017
O 17.172 -24.179 16.460
H 15.725 -24.577 15.061
H 16.319 -26.041 16.020
H 15.188 -24.857 16.671
H 17.637 -24.708 17.112
C 22.519 -24.658 10.574
O 23.320 -23.908 9.635
H 21.855 -25.400 10.129
H 23.193 -25.217 11.223
H 21.965 -23.993 11.236
H 24.010 -23.539 10.192
C 19.666 -24.824 12.686
C 18.851 -25.741 13.724
O 19.190 -27.135 13.471
O 19.423 -25.290 11.386
H 20.749 -24.894 12.784
H 19.390 -23.777 12.810
H 17.781 -25.610 13.565
H 19.010 -25.334 14.723
H 18.669 -27.331 12.690
H 19.395 -26.248 11.455
C 17.090 -27.958 10.586
C 16.778 -28.056 9.088
O 16.930 -29.352 8.644
O 18.452 -27.993 10.968
H 16.527 -28.590 11.274
H 16.655 -27.055 11.016
H 17.543 -27.386 8.697
H 15.828 -27.650 8.741
H 17.221 -29.281 7.732
H 18.726 -28.909 10.876
C 22.301 -28.261 12.008
C 22.441 -28.911 13.408
O 23.725 -28.637 13.915
O 23.201 -28.833 11.109
H 22.482 -27.186 12.018
H 21.350 -28.405 11.495
H 22.319 -29.992 13.337
H 21.672 -28.477 14.046
H 23.920 -29.234 14.641
H 23.897 -29.262 11.613
C 20.377 -21.455 15.105
C 21.204 -22.724 15.365
O 22.286 -22.804 14.505
H 19.796 -21.416 14.183
H 21.031 -20.585 15.159
H 19.653 -21.310 15.907
H 20.452 -23.496 15.208
H 21.504 -22.715 16.413
H 22.801 -23.598 14.667
C 15.680 -28.718 14.339
C 15.844 -29.819 15.481
O 15.707 -29.167 16.721
H 14.667 -28.335 14.460
H 15.800 -29.096 13.324
H 16.467 -27.976 14.470
H 16.768 -30.396 15.455
H 14.996 -30.504 15.457
H 16.528 -28.691 16.868
C 16.785 -20.706 13.708
C 16.756 -22.133 13.224
O 15.814 -22.133 12.180
H 15.790 -20.349 13.975
H 17.289 -19.988 13.061
H 17.301 -20.758 14.666
H 16.610 -22.786 14.084
H 17.711 -22.405 12.776
H 16.185 -21.603 11.470
```

charge = 0
total energy = -1502.98048 Ha
Kohn-Sham gap = 10.0 eV
HOMO = -0.3589 Ha
F_max = 2.53 eV/A
SMILES = OCCO.OCCO.OCCO.CCO.CCO.CCO.CO.CO.CO
ΔE to the lowest compared entry with this formula, charge and spin = 215.04 kJ/mol

Results of the Mulliken charge analysis, in e, for atoms 1 through 6:
1. C -0.509
2. O -0.500
3. H 0.168
4. H 0.154
5. H 0.271
6. H 0.600



This record from the Open Molecules 2025 dataset describes a gas-phase ion, C35H41N4O2 (charge +1). The level of theory is ωB97M-V with the def2-TZVPD basis set.

Structure (XYZ):
```
82
C35H41N4O2 | the Open Molecules 2025 dataset | ωB97M-V with the def2-TZVPD basis set
C 1.390 2.875 3.534
N 1.376 1.960 2.418
C 2.117 2.117 1.277
O 2.891 3.040 1.046
C 1.845 0.892 0.396
C 3.186 0.214 0.119
C 3.775 -0.327 1.399
C 4.770 0.303 2.151
C 5.181 -0.281 3.356
C 4.596 -1.467 3.815
C 3.623 -2.116 3.043
C 3.276 -1.550 1.822
N 0.860 0.151 1.185
C 0.441 -1.144 0.955
C 0.009 -1.904 1.988
C -0.320 -3.377 2.018
C -1.825 -3.522 2.378
C -2.275 -4.627 3.111
C -3.616 -4.741 3.506
C -4.478 -3.644 3.357
C -4.029 -2.514 2.661
C -2.736 -2.486 2.113
C 0.431 0.861 2.394
C -0.996 1.350 2.368
C -1.311 2.560 1.856
C -2.566 3.272 2.038
C -2.827 4.428 1.263
C -4.016 5.133 1.412
C -4.968 4.715 2.357
C -4.708 3.590 3.154
C -3.522 2.869 3.000
H 2.201 3.596 3.391
H 0.421 3.385 3.606
H 1.542 2.296 4.456
H 1.370 1.224 -0.543
H 3.046 -0.596 -0.616
H 3.848 0.974 -0.320
H 5.193 1.245 1.792
H 5.959 0.204 3.949
H 4.896 -1.903 4.769
H 3.134 -3.036 3.372
H 2.569 -2.030 1.136
H 0.464 -1.465 -0.090
H -0.238 -1.397 2.923
H 0.244 -3.808 2.872
H -1.559 -5.412 3.379
H -3.964 -5.689 3.932
H -5.499 -3.699 3.743
H -4.703 -1.657 2.545
H -2.431 -1.619 1.516
H 0.592 0.253 3.300
H -1.757 0.647 2.723
H -0.567 3.080 1.235
H -2.072 4.740 0.538
H -4.206 6.011 0.794
H -5.900 5.271 2.474
H -5.438 3.275 3.901
H -3.308 1.996 3.623
C 3.234 -2.571 -2.594
N 3.055 -3.062 -1.242
C 4.300 -3.420 -0.549
C 1.784 -3.293 -0.805
C 1.562 -4.064 0.500
C 1.989 -5.507 0.227
C 0.728 -6.367 0.230
C -0.293 -5.591 1.047
N 0.060 -4.099 0.899
O 0.809 -2.952 -1.499
H 2.424 -2.927 -3.230
H 3.263 -1.475 -2.615
H 4.188 -2.944 -2.970
H 4.138 -4.081 0.310
H 4.958 -3.933 -1.263
H 4.836 -2.526 -0.196
H 2.119 -3.656 1.351
H 2.525 -5.588 -0.727
H 2.704 -5.800 1.006
H 0.351 -6.553 -0.785
H 0.940 -7.339 0.689
H -1.346 -5.732 0.767
H -0.122 -5.835 2.099
H -0.415 -3.723 0.058
```

charge = +1
total energy = -1727.55063 Ha
Kohn-Sham gap = 8.0 eV
HOMO = -0.3795 Ha
F_max = 4.86 eV/A
SMILES = CN(C)C(=O)[C@@H]1CCC[N@H+]1[C@@H](/C=C/N1[C@H](Cc2ccccc2)C(=O)N(C)[C@H]1/C=C/c1ccccc1)c1ccccc1

Results of the Mulliken charge analysis, in e, for atoms 1 through 6:
1. C -0.958
2. N 0.114
3. C 0.198
4. O -0.701
5. C 0.159
6. C -0.056



This record from the Open Molecules 2025 dataset describes C4H4Cl2O in the gas phase. The level of theory is ωB97M-V with the def2-TZVPD basis set.

Structure (XYZ):
```
11
C4H4Cl2O | the Open Molecules 2025 dataset | ωB97M-V with the def2-TZVPD basis set
C -1.440 0.087 -0.030
C -0.314 -0.837 0.053
C 0.970 -0.407 -0.077
C 1.486 0.984 0.012
H -1.482 0.628 0.917
H -1.347 0.779 -0.871
H -0.500 -1.865 0.317
H 2.516 1.080 0.377
O 0.853 1.965 -0.302
Cl -2.920 -0.784 -0.192
Cl 2.177 -1.630 -0.205
```

charge = 0
total energy = -1150.40200 Ha
Kohn-Sham gap = 9.4 eV
HOMO = -0.3612 Ha
F_max = 2.51 eV/A
SMILES = O=C/C(Cl)=C\CCl
ΔE to the lowest compared entry with this formula, charge and spin = 36.72 kJ/mol

Results of the natural (NBO) charge analysis, in e, for atoms 1 through 6:
1. C -0.455
2. C -0.117
3. C -0.165
4. C 0.384
5. H 0.239
6. H 0.255